Density functional theory data (the ωB97M-V functional and the def2-TZVPD basis) for C38H28IMnN2O2S as an isolated structure.

```
73
Properties=species:S:1:pos:R:3
Mn -1.52 0.24 0.86
I -3.01 0.78 -1.32
C -4.45 -0.57 -0.66
C -5.67 -0.53 -1.24
C -6.66 -1.45 -0.79
C -6.34 -2.37 0.15
C -5.04 -2.44 0.72
C -4.69 -3.47 1.62
C -3.42 -3.51 2.11
C -2.47 -2.49 1.80
C -2.74 -1.41 0.98
C -4.05 -1.46 0.37
H -5.89 0.18 -2.03
H -7.65 -1.42 -1.23
H -7.08 -3.10 0.47
H -5.43 -4.21 1.90
H -3.12 -4.32 2.77
H -1.50 -2.56 2.27
S 1.32 -0.49 4.26
C 2.08 -1.35 2.97
C 3.32 -1.98 2.92
C 3.70 -2.59 1.74
C 2.84 -2.58 0.63
C 1.61 -1.94 0.68
C 1.23 -1.31 1.86
N 0.04 -0.62 2.06
C -0.04 -0.13 3.23
C -1.19 0.67 3.65
C -1.25 1.25 4.92
C -2.33 2.05 5.26
C -3.33 2.26 4.31
C -3.25 1.68 3.05
C -2.17 0.86 2.67
H 3.97 -1.99 3.79
H 4.66 -3.08 1.67
H 3.15 -3.06 -0.29
H 0.94 -1.93 -0.17
H -0.45 1.09 5.65
H -2.38 2.53 6.23
H -4.18 2.90 4.55
H -4.04 1.87 2.34
C 2.51 -1.32 -5.21
C 3.17 -0.97 -3.89
C 4.23 -1.76 -3.45
C 4.83 -1.49 -2.23
C 4.40 -0.42 -1.48
C 3.35 0.40 -1.91
N 3.00 1.46 -1.06
C 2.32 2.66 -1.37
C 2.73 3.45 -2.44
C 2.06 4.63 -2.73
C 0.99 5.05 -1.94
C 0.61 4.26 -0.86
C 1.26 3.08 -0.57
C 0.83 2.18 0.57
O 1.70 1.81 1.37
O -0.39 1.82 0.50
C 2.69 0.10 -3.12
C 1.47 0.86 -3.58
H 3.04 -2.14 -5.69
H 2.50 -0.46 -5.89
H 1.47 -1.63 -5.07
H 4.56 -2.59 -4.06
H 5.65 -2.11 -1.87
H 4.88 -0.18 -0.53
H 3.02 1.25 -0.07
H 3.57 3.13 -3.05
H 2.38 5.24 -3.57
H 0.46 5.97 -2.17
H -0.24 4.55 -0.24
H 1.72 1.69 -4.24
H 0.91 1.28 -2.74
H 0.79 0.20 -4.12
```

As for the spin multiplicity: 2. The highest occupied orbital energy (alpha / beta) is -4.43 / -3.82 eV. Its orbital gap (alpha / beta) is 6.8 / 6.2 eV. The calculation puts the relative energy (zero: lowest compared OMol25 entry of this formula, charge and spin) at 53.0 kJ/mol. Its charge is -1. The expectation value of S² is 1.022.



Density functional theory data (the ωB97M-V functional and the def2-TZVPD basis) for C38H29CaClF2N6O6Sb as an isolated structure.

```
84
Properties=species:S:1:pos:R:3
Ca -0.58 -0.64 -0.97
C 1.41 -1.48 -3.67
C 1.99 -0.19 -3.19
C 2.77 0.60 -4.05
C 3.26 1.80 -3.60
C 2.98 2.19 -2.30
C 2.20 1.37 -1.50
N 1.72 0.20 -1.94
Sb 1.97 2.22 0.48
C 1.91 0.42 1.66
C 1.80 0.58 3.11
C 2.13 -0.43 3.91
C 2.32 -1.78 3.37
C 2.35 -1.88 1.83
C 2.60 -3.40 -0.13
N 2.22 -0.68 1.09
C -0.05 2.67 1.07
C -0.18 3.92 1.67
C -1.42 4.29 2.16
C -2.48 3.41 2.00
C -2.26 2.18 1.39
C -3.40 1.22 1.20
N -1.06 1.81 0.96
H 1.79 -1.74 -4.66
H 0.32 -1.41 -3.73
H 1.63 -2.30 -2.98
H 2.95 0.26 -5.06
H 3.85 2.44 -4.25
H 3.35 3.13 -1.91
H 1.60 1.57 3.50
H 2.26 -0.29 4.97
H 2.90 -2.48 3.95
H 1.78 -4.06 0.13
H 3.31 -3.96 -0.75
H 2.19 -2.58 -0.73
H 0.67 4.59 1.72
H -1.57 5.26 2.63
H -3.47 3.67 2.35
H -4.35 1.75 1.19
H -3.44 0.49 2.01
H -3.28 0.67 0.27
O -4.54 -1.13 3.39
C -3.40 -1.19 4.04
O -3.32 -1.10 5.24
C -2.18 -1.36 3.20
C -0.92 -1.66 3.65
Cl -0.37 -2.02 5.22
N -0.07 -1.70 2.59
N -0.75 -1.44 1.45
C -2.01 -1.25 1.80
C -3.07 -1.06 0.74
O -4.24 -1.28 1.08
O -2.67 -0.69 -0.39
C 1.17 -2.42 2.60
C 3.30 -2.84 1.11
C 3.92 -3.91 1.95
C 3.27 -4.81 2.68
C 1.81 -4.89 2.83
C 0.94 -3.89 2.75
H -4.39 -1.21 2.39
H 4.10 -2.18 0.77
H 5.00 -3.98 1.91
H 3.84 -5.59 3.17
H 1.40 -5.87 3.02
H -0.12 -4.13 2.83
F -1.29 -3.72 -0.38
C -0.87 -3.05 -1.57
F 0.17 -3.92 -2.05
H -1.69 -3.31 -2.27
O 0.29 4.37 -1.52
C -0.39 3.55 -2.10
N -0.41 2.20 -1.88
C -1.18 1.62 -2.81
O -1.32 0.39 -2.92
C -1.84 2.65 -3.68
C -2.74 2.56 -4.72
C -3.14 3.76 -5.32
C -2.65 4.98 -4.88
C -1.73 5.05 -3.83
C -1.34 3.87 -3.24
H -3.11 1.60 -5.05
H -3.85 3.73 -6.13
H -2.98 5.89 -5.37
H -1.34 6.00 -3.48
```

The highest occupied orbital energy is -4.72 eV. Its orbital gap is 7.0 eV. The calculation puts the relative energy (zero: lowest compared OMol25 entry of this formula, charge and spin) at 141.3 kJ/mol. Its charge is -1.



Density functional theory data (the ωB97M-V functional and the def2-TZVPD basis) for C38H29ClHoN3O8PS2 as an isolated structure.

```
83
Properties=species:S:1:pos:R:3
Ho 8.53 10.70 9.33
C 6.56 9.94 11.83
O 7.98 9.83 11.45
C 8.85 9.13 12.20
C 8.74 9.08 13.57
C 9.43 8.10 14.28
C 10.26 7.18 13.66
C 10.64 7.46 12.31
C 9.95 8.44 11.58
N 10.35 8.89 10.37
N 11.44 8.27 9.94
C 12.20 8.86 9.00
C 11.81 10.09 8.38
O 10.59 10.60 8.48
C 12.75 10.65 7.50
C 13.80 10.00 7.04
C 14.21 8.75 7.48
C 15.34 8.08 6.94
C 15.62 6.77 7.39
C 14.79 6.11 8.30
C 13.69 6.78 8.86
C 13.35 8.10 8.40
H 6.49 10.36 12.82
H 6.14 8.96 11.83
H 6.12 10.66 11.20
H 8.12 9.85 14.13
H 9.26 8.02 15.39
H 10.52 6.32 14.24
H 11.49 6.95 11.78
H 12.59 11.68 7.14
H 14.32 10.49 6.22
H 15.90 8.56 6.09
H 16.45 6.34 6.97
H 15.05 5.04 8.43
H 13.00 6.38 9.57
O 7.36 12.55 10.74
C 8.56 12.68 11.23
O 9.62 12.39 10.55
C 8.82 13.17 12.68
P 9.40 14.91 12.40
C 10.91 14.83 13.35
C 12.04 14.20 12.76
C 13.19 13.90 13.51
C 13.26 14.21 14.89
C 12.15 14.84 15.47
C 10.97 15.15 14.68
C 8.25 15.94 13.53
C 8.42 17.27 14.05
C 7.35 18.06 14.48
C 6.06 17.44 14.58
C 5.97 16.12 14.26
C 6.99 15.42 13.55
H 9.60 12.54 13.18
H 7.87 13.17 13.28
H 11.99 13.78 11.71
H 13.89 13.36 12.92
H 14.16 13.81 15.37
H 12.16 15.32 16.47
H 10.26 15.80 15.17
H 9.46 17.67 14.04
H 7.51 19.11 14.80
H 5.22 17.93 15.13
H 5.03 15.61 14.31
H 6.71 14.50 13.04
S 5.67 11.49 8.69
C 6.72 12.67 7.98
N 8.07 12.53 7.88
C 8.74 13.63 7.41
C 10.10 13.68 7.02
C 10.57 14.87 6.48
C 9.75 16.01 6.35
C 8.38 15.95 6.66
C 7.89 14.69 7.05
S 6.21 14.18 7.25
H 10.71 12.79 7.25
H 11.62 14.97 6.20
H 10.20 17.02 6.19
H 7.73 16.79 6.47
O 6.10 8.66 6.97
Cl 7.26 8.39 7.78
O 7.68 7.04 7.67
O 7.14 8.71 9.26
O 8.37 9.26 7.34
```

As for the spin multiplicity: 5. The highest occupied orbital energy (alpha / beta) is -4.80 / -4.81 eV. Its orbital gap (alpha / beta) is 6.1 / 6.1 eV. Its charge is -1. The expectation value of S² is 6.003.



Computed values of max |F| (unit: Eh/bohr) for the preceding records, in sequence: 0.02852, 0.04135, 0.07240.
Computed values of molecular weight (unit: g mol⁻¹) for the preceding records, in sequence: 758.56, 900.97, 951.15.